{"formula": "C21H22N4O3S2", "method": "wB97M-V/def2-TZVPD", "spin_multiplicity": 1, "relative_energy_kj_mol": 31.2, "gap_ev": 8.884, "symbols": ["C", "C", "C", "N", "C", "C", "C", "C", "C", "C", "S", "N", "N", "C", "S", "C", "C", "O", "N", "C", "C", "C", "C", "C", "O", "O", "C", "C", "C", "C", "H", "H", "H", "H", "H", "H", "H", "H", "H", "H", "H", "H", "H", "H", "H", "H", "H", "H", "H", "H", "H", "H"], "coordinates": [[6.1242, 1.5019, -0.5997], [5.4695, 0.4721, -0.1004], [4.1473, -0.0059, -0.6309], [3.1038, 0.2164, 0.3413], [2.6370, -0.6131, 1.3286], [3.0609, -2.0256, 1.5078], [2.5134, -2.8541, 0.3859], [1.2282, -2.9115, -0.0548], [1.0596, -3.7899, -1.1497], [2.2180, -4.3828, -1.5285], [3.5456, -3.8836, -0.5560], [1.7168, -0.0087, 2.0200], [1.5619, 1.2319, 1.5245], [2.3920, 1.3645, 0.5194], [2.5771, 2.7605, -0.4936], [1.3088, 3.8579, 0.2265], [-0.0929, 3.5041, -0.2721], [-0.6185, 4.1216, -1.1697], [-0.6238, 2.4566, 0.4037], [-1.8202, 1.7854, 0.1695], [-2.7818, 2.2242, -0.7394], [-3.9365, 1.4909, -0.9155], [-4.1561, 0.3167, -0.1973], [-5.4106, -0.4303, -0.4298], [-6.2761, -0.0842, -1.1985], [-5.4802, -1.5551, 0.3024], [-6.6630, -2.3385, 0.1627], [-7.7933, -1.8040, 1.0310], [-3.1938, -0.1167, 0.7145], [-2.0389, 0.6110, 0.8959], [7.0652, 1.8274, -0.1917], [5.7457, 2.0571, -1.4417], [5.8504, -0.0709, 0.7543], [4.1846, -1.0761, -0.8538], [3.8835, 0.5441, -1.5385], [2.6592, -2.3683, 2.4645], [4.1495, -2.1032, 1.5353], [0.4283, -2.3470, 0.3904], [0.1144, -3.9678, -1.6295], [2.3857, -5.0874, -2.3182], [1.3954, 3.7884, 1.3094], [1.5723, 4.8549, -0.1246], [-0.0113, 2.0091, 1.0973], [-2.6131, 3.1287, -1.2996], [-4.6915, 1.8150, -1.6155], [-6.3736, -3.3464, 0.4688], [-6.9658, -2.3400, -0.8899], [-8.0735, -0.8073, 0.6992], [-8.6566, -2.4583, 0.9499], [-7.4785, -1.7552, 2.0708], [-3.3613, -1.0235, 1.2739], [-1.2883, 0.2798, 1.5999]]}